(1)
{"formula": "C5H14", "method": "wB97M-V/def2-TZVPD", "smiles": "CCC.CC", "homo_lumo_gap_ev": 11.859, "e_above_lowest_kcal_mol": 30.3, "homo_ev": -10.76, "elements": ["C", "C", "C", "H", "H", "H", "H", "H", "H", "H", "H", "C", "C", "H", "H", "H", "H", "H", "H"], "positions_angstrom": [[-1.18505, 0.88229, 0.98377], [-1.51380, -0.51406, 0.51056], [-1.77810, -1.54435, 1.65988], [-2.12623, 1.28996, 1.39538], [-0.95275, 1.44392, 0.14082], [-0.32028, 0.87670, 1.79795], [-2.21209, -0.65591, -0.30937], [-0.67416, -0.81037, -0.12570], [-1.52216, -2.55367, 1.35223], [-1.30584, -1.23881, 2.55966], [-2.91693, -1.58324, 1.99130], [2.22481, 0.73011, -0.71363], [1.95835, 0.30611, -2.17677], [3.10007, 1.21904, -0.59482], [1.45515, 1.58499, -0.69072], [2.03301, 0.05882, 0.12809], [2.24625, 1.05955, -2.91701], [0.90696, 0.06975, -2.42765], [2.58278, -0.62081, -2.56398]], "nbo_charge": [-0.60, -0.41, -0.61, 0.20, 0.21, 0.20, 0.21, 0.19, 0.21, 0.20, 0.20, -0.61, -0.61, 0.20, 0.20, 0.21, 0.21, 0.20, 0.19]}

=====

(2)
{"formula": "C2HNO4", "method": "wB97M-V/def2-TZVPD", "smiles": "O=CN=O.O=C=O", "homo_lumo_gap_ev": 9.038, "e_above_lowest_kcal_mol": 76.4, "homo_ev": -10.12, "elements": ["O", "C", "N", "O", "H", "O", "C", "O"], "positions_angstrom": [[0.32750, 1.00751, 0.74068], [0.52108, 0.15290, -0.05770], [0.11164, -0.94328, -0.56288], [0.56296, -2.02895, -0.89912], [0.70612, 0.43791, -1.10440], [3.76989, -0.46504, 1.22846], [3.25554, -0.46985, 0.21515], [2.76793, -0.49864, -0.82578]], "nbo_charge": [-0.50, 0.43, 0.12, -0.25, 0.20, -0.48, 1.03, -0.54]}

=====

(3)
{"formula": "C14H50BaF3NO12", "method": "wB97M-V/def2-TZVPD", "homo_lumo_gap_ev": [4.919, 7.857], "charge": 1, "spin_multiplicity": 2, "homo_ev": [-7.67, -11.02], "elements": ["N", "H", "H", "H", "H", "Ba", "C", "O", "O", "C", "F", "F", "F", "C", "C", "H", "H", "H", "H", "H", "H", "C", "O", "H", "H", "H", "H", "C", "O", "H", "H", "H", "H", "C", "O", "H", "H", "H", "H", "C", "O", "H", "H", "H", "H", "C", "O", "H", "H", "H", "H", "C", "O", "H", "H", "H", "H", "C", "O", "H", "H", "H", "H", "C", "O", "H", "H", "H", "H", "C", "O", "H", "H", "H", "H", "C", "O", "H", "H", "H", "H"], "positions_angstrom": [[-11.49904, 1.96571, 17.64181], [-11.19290, 1.93593, 16.67979], [-10.63488, 2.06563, 18.15498], [-11.93304, 1.10032, 17.92966], [-12.04001, 2.80669, 17.78397], [-11.43818, 4.81927, 14.73093], [-13.36216, 4.79374, 18.45593], [-12.97135, 3.87335, 19.49143], [-12.52070, 4.50983, 17.36781], [-14.94153, 4.54852, 18.42816], [-15.51807, 5.07901, 19.49700], [-15.52852, 5.07210, 17.35210], [-15.31364, 3.22640, 18.43990], [-12.92782, 4.31051, 20.85593], [-12.48223, 3.06934, 21.67870], [-13.12495, 2.18901, 21.68436], [-11.52761, 2.65608, 21.35311], [-12.31380, 3.41593, 22.69831], [-13.89939, 4.60815, 21.25032], [-12.21843, 5.12738, 20.98856], [-13.30031, 5.79802, 18.87513], [-11.63531, -0.57518, 19.77617], [-12.34985, -0.32999, 18.57987], [-12.08138, -0.06475, 20.62975], [-11.65471, -1.63573, 20.02712], [-10.67348, -0.10988, 19.56057], [-12.83256, -1.13145, 18.36481], [-11.14258, 7.81880, 19.25042], [-10.70305, 9.16316, 19.53866], [-12.21356, 7.70939, 19.07977], [-10.66919, 7.31888, 18.40539], [-10.78092, 7.33670, 20.15866], [-11.43617, 9.77516, 19.44073], [-8.95350, 3.63502, 19.40994], [-9.32970, 2.28089, 19.42270], [-9.84060, 4.26685, 19.45405], [-8.23097, 3.98430, 20.14753], [-8.62579, 4.04962, 18.45664], [-9.04801, 1.89269, 20.25428], [-18.56844, 4.49621, 20.40017], [-19.03249, 3.40818, 21.21500], [-18.04009, 3.96505, 19.60844], [-19.35701, 5.18619, 20.09987], [-17.81069, 4.94357, 21.04343], [-18.21720, 3.05108, 21.57471], [-18.59202, 4.52271, 15.62517], [-19.63419, 4.01101, 16.42748], [-17.63563, 4.81287, 16.06019], [-18.49096, 3.82023, 14.79787], [-19.06171, 5.34975, 15.09273], [-19.29099, 3.20989, 16.82999], [-15.07894, 8.28814, 16.49615], [-14.11418, 9.10243, 17.14269], [-16.07164, 8.71726, 16.63216], [-14.99473, 8.29938, 15.40946], [-15.14396, 7.32463, 17.00163], [-13.75158, 9.85673, 16.67240], [-16.36445, 1.80453, 23.27667], [-16.29041, 3.14720, 22.69539], [-15.60607, 1.14543, 22.85412], [-16.05007, 1.96190, 24.30842], [-17.36831, 1.38294, 23.22531], [-15.69212, 3.19547, 21.94618], [-17.57611, 1.56085, 16.91939], [-18.84321, 1.71264, 17.50383], [-17.15687, 2.38517, 16.34246], [-16.91569, 1.52223, 17.78567], [-17.59138, 0.56110, 16.48536], [-19.10153, 0.91262, 17.96733], [-8.94469, 1.55766, 22.91542], [-8.65989, 0.92383, 21.67425], [-8.30383, 1.21576, 23.72813], [-8.80309, 2.60710, 22.65714], [-9.96044, 1.28107, 23.19802], [-8.72172, -0.03399, 21.69344], [-14.72647, 3.51001, 14.65338], [-13.56721, 3.02725, 14.10695], [-14.86473, 2.82773, 15.49212], [-14.69558, 4.49621, 15.11656], [-15.41639, 3.45298, 13.81145], [-13.76561, 2.08805, 14.11918]], "mulliken_spin": [0.00, 0.07, -0.02, 0.00, -0.04, 1.20, 0.04, -0.04, -0.18, 0.01, 0.00, 0.01, 0.00, 0.00, 0.00, 0.00, 0.00, 0.00, 0.00, 0.00, 0.00, 0.00, 0.00, 0.00, 0.00, 0.00, 0.00, -0.02, 0.00, 0.00, 0.02, 0.00, 0.00, -0.01, 0.00, 0.00, 0.00, 0.02, 0.00, 0.00, 0.00, 0.00, 0.00, 0.00, 0.00, 0.00, 0.00, 0.00, 0.00, 0.00, 0.00, 0.02, 0.00, 0.00, 0.00, -0.01, 0.00, 0.00, 0.00, 0.00, 0.00, 0.00, 0.00, 0.00, 0.00, 0.00, 0.00, 0.00, 0.00, 0.00, 0.00, 0.00, 0.00, 0.00, 0.00, -0.04, -0.05, -0.02, 0.08, -0.02, 0.00]}

=====

(4)
{"formula": "C23H50N2O22S3", "method": "wB97M-V/def2-TZVPD", "homo_lumo_gap_ev": 8.423, "e_above_lowest_kcal_mol": 142.1, "homo_ev": -9.03, "elements": ["C", "N", "C", "C", "C", "C", "O", "H", "H", "H", "H", "H", "H", "H", "H", "H", "H", "H", "H", "H", "H", "N", "O", "O", "O", "O", "S", "O", "O", "C", "C", "C", "H", "H", "H", "H", "H", "H", "H", "H", "O", "S", "O", "O", "C", "C", "C", "H", "H", "H", "H", "H", "H", "H", "H", "O", "S", "O", "O", "C", "C", "C", "H", "H", "H", "H", "H", "H", "H", "H", "C", "C", "O", "C", "O", "O", "H", "H", "H", "H", "C", "C", "O", "C", "O", "O", "H", "H", "H", "H", "C", "C", "O", "C", "O", "O", "H", "H", "H", "H"], "positions_angstrom": [[28.27700, 37.57300, 16.41000], [28.33100, 36.06700, 16.66200], [28.47400, 35.78000, 18.19300], [27.15400, 35.33200, 16.07000], [29.52600, 35.54900, 15.96600], [29.75900, 34.03200, 15.70800], [31.10400, 33.79100, 15.17200], [29.10400, 38.19900, 16.92100], [27.26300, 38.14400, 16.82800], [28.38600, 37.85700, 15.35800], [28.87600, 34.73700, 18.30200], [27.64500, 35.80900, 18.81600], [29.20800, 36.40200, 18.53900], [26.10200, 35.60100, 16.34700], [27.16100, 34.36600, 16.45500], [27.07900, 35.28500, 14.96700], [30.32900, 35.85300, 16.51900], [29.51300, 35.88200, 14.90400], [29.00400, 33.57900, 15.03600], [29.68800, 33.58900, 16.63900], [31.00600, 32.75700, 14.71500], [30.60000, 30.19400, 14.36600], [31.44000, 29.30800, 14.60800], [29.65000, 30.28100, 15.01700], [31.05600, 31.21800, 13.80400], [27.84400, 30.39400, 10.32400], [27.19800, 29.10700, 10.39500], [27.95100, 27.88900, 10.38900], [26.40900, 29.18700, 11.83300], [27.24000, 29.24100, 12.94600], [26.51900, 28.70200, 14.13500], [25.91700, 28.96300, 9.21700], [27.30000, 30.18400, 13.19700], [28.22800, 28.96200, 12.98800], [26.19400, 27.52900, 13.67500], [25.63200, 29.15100, 14.05900], [27.21800, 28.85200, 14.95400], [25.25500, 29.76800, 9.38400], [25.51100, 27.86200, 9.68400], [26.40100, 28.79800, 8.20600], [34.92300, 23.87600, 12.93200], [36.09000, 24.76200, 12.70400], [36.16700, 25.35200, 11.36800], [35.90800, 25.90300, 13.79000], [34.72800, 26.70100, 13.84400], [34.78100, 27.45800, 15.29600], [37.54500, 24.00900, 13.17200], [33.90600, 26.13400, 13.68000], [34.61500, 27.40700, 13.09800], [33.79300, 27.96500, 15.51000], [35.34500, 28.31200, 15.39000], [35.02300, 26.83000, 16.22900], [38.40400, 24.80600, 12.64200], [37.62000, 23.08200, 12.55600], [37.49000, 23.50000, 14.28000], [28.94600, 26.41200, 15.98400], [28.81400, 27.10000, 17.18600], [27.60800, 27.78300, 17.50300], [28.77500, 25.83500, 18.27300], [27.45400, 25.27700, 18.48000], [27.52400, 23.87300, 19.21700], [30.25100, 27.98500, 17.69600], [27.18900, 25.28700, 17.56700], [26.86900, 26.00900, 19.29400], [28.09800, 24.14700, 19.99800], [28.03900, 23.15700, 18.48500], [26.53600, 23.47400, 19.63400], [31.23700, 27.48300, 17.49700], [30.09900, 28.23700, 18.86500], [30.37900, 28.75800, 17.25600], [26.29900, 30.55600, 17.76000], [27.75000, 30.84500, 17.91000], [27.67800, 32.11700, 18.60400], [26.44500, 32.52300, 18.69200], [26.09800, 33.67900, 19.10300], [25.54200, 31.69400, 18.22800], [26.09600, 29.49700, 18.25100], [26.12500, 30.47600, 16.68000], [28.42000, 30.94700, 16.90300], [28.43600, 30.09800, 18.34100], [34.50900, 32.23600, 13.70900], [34.57700, 30.66400, 13.79900], [35.97100, 30.46200, 13.91300], [36.59900, 31.65100, 13.90500], [37.90300, 31.70900, 13.93600], [35.85600, 32.58700, 14.03300], [33.76100, 32.51700, 14.48600], [33.97000, 32.73500, 12.76800], [34.06400, 29.87800, 13.09900], [34.03100, 30.27000, 14.83800], [32.93700, 30.25700, 17.84100], [32.63400, 31.67500, 17.34800], [33.85100, 32.32200, 17.35000], [34.87000, 31.60900, 17.69200], [36.03600, 31.87300, 17.73300], [34.39200, 30.34800, 17.98200], [32.81900, 29.78700, 17.06300], [32.25800, 30.04400, 18.54600], [32.18800, 32.10300, 18.07200], [31.92100, 31.56300, 16.49500]], "mulliken_charge": [-0.82, 0.58, -0.90, -0.83, -1.08, -0.10, -0.61, 0.33, 0.30, 0.38, 0.25, 0.45, 0.39, 0.30, 0.17, 0.39, 0.47, 0.31, 0.33, 0.26, 0.26, 0.77, -0.53, -0.32, -0.81, -0.65, 1.15, -0.60, -0.32, -0.94, -0.75, -0.80, 0.52, 0.83, 0.25, 0.59, -0.20, 0.33, 0.28, 0.34, -0.68, 1.18, -0.64, -0.23, -0.79, -0.83, -0.85, 0.59, 0.46, 0.00, 0.43, 0.38, 0.31, 0.38, 0.29, -0.57, 1.17, -0.49, -0.37, -0.39, -1.18, -0.36, 0.67, 0.11, 0.37, 0.28, 0.32, 0.46, 0.34, -0.32, 0.04, 0.88, -0.31, 0.61, -0.65, -0.28, 0.21, 0.10, -0.38, -0.17, 0.17, 0.59, -0.32, 0.57, -0.69, -0.24, -0.09, 0.21, 0.27, -0.52, 0.34, -0.20, -0.45, 0.66, -0.55, -0.45, -0.46, 0.45, 0.89, -0.25]}